334
Properties=species:S:1:pos:R:3:mulliken_charge:R:1 method="wB97M-V/def2-TZVPD" homo_lumo_gap_ha=0.3013 e_homo_ev=-7.91 lumo_ev=0.3 e_above_lowest_ev=6.7348
C 1.006 -6.109 -1.950 -1.645
C -0.085 -5.483 -1.061 0.956
C -1.157 -4.735 -1.947 -1.309
C -0.951 -6.633 -0.403 -0.290
C -0.221 -7.393 0.834 -1.206
C 0.400 -6.366 1.771 -1.438
C 1.264 -5.229 1.109 2.494
C 1.369 -4.222 2.170 -2.446
C 2.764 -5.617 0.800 -1.888
N 0.447 -4.642 0.043 1.194
O 1.142 -3.578 -0.557 -0.646
H 0.673 -6.951 -2.557 0.375
H 1.378 -5.356 -2.644 0.341
H 1.958 -6.345 -1.473 0.267
H -1.651 -3.933 -1.398 -0.310
H -0.640 -4.193 -2.739 0.632
H -1.873 -5.369 -2.469 0.382
H -1.908 -6.206 -0.104 -0.665
H -1.106 -7.420 -1.141 0.677
H -1.003 -7.952 1.348 0.618
H 0.475 -8.177 0.536 0.420
H 1.062 -6.894 2.457 0.519
H -0.349 -6.049 2.498 0.276
H 1.826 -4.555 3.102 0.964
H 0.406 -3.754 2.377 -0.225
H 1.824 -3.285 1.849 0.236
H 3.356 -5.612 1.715 0.412
H 3.244 -4.999 0.041 0.264
H 2.744 -6.620 0.374 0.486
H 0.788 -2.793 -0.134 -0.090
C -1.327 -2.241 7.324 -1.810
C -0.403 -2.787 6.161 1.321
C -0.790 -4.295 5.866 -1.754
C -0.741 -1.986 4.812 0.427
C -0.239 -0.573 4.949 0.671
C 1.282 -0.686 5.183 -1.908
C 1.787 -1.559 6.374 2.421
C 3.256 -1.881 6.162 -2.855
C 1.675 -0.725 7.659 -1.674
N 1.044 -2.839 6.528 0.929
O 1.437 -3.542 7.659 -0.592
H -2.292 -2.726 7.172 0.432
H -1.070 -2.650 8.301 0.336
H -1.393 -1.173 7.528 0.297
H -1.846 -4.383 5.611 0.219
H -0.254 -4.703 5.009 0.257
H -0.660 -4.977 6.707 0.494
H -0.382 -2.421 3.879 -0.247
H -1.820 -1.842 4.858 -0.674
H -0.447 -0.085 3.996 -0.592
H -0.719 -0.042 5.770 0.598
H 1.566 0.350 5.367 0.652
H 1.823 -0.967 4.279 0.230
H 3.809 -0.984 5.882 0.448
H 3.417 -2.588 5.348 0.583
H 3.675 -2.448 6.994 0.465
H 2.158 0.242 7.520 0.376
H 2.140 -1.180 8.533 0.315
H 0.620 -0.589 7.899 0.261
H 1.942 -4.245 7.245 0.354
C -4.589 0.661 6.570 -1.404
C -5.393 -0.113 5.462 1.241
C -5.226 -1.669 5.413 -1.141
C -6.871 0.211 5.703 -1.415
C -7.853 -0.019 4.558 -0.680
C -7.351 0.842 3.369 -1.238
C -5.913 0.463 2.921 1.183
C -6.031 -0.973 2.296 -0.970
C -5.460 1.477 1.837 -1.936
N -5.063 0.556 4.160 -0.060
O -3.708 0.425 3.888 1.872
H -3.509 0.572 6.450 -0.213
H -4.904 1.696 6.704 0.269
H -4.816 0.207 7.534 0.596
H -5.097 -2.246 6.329 0.467
H -6.115 -2.143 4.996 0.388
H -4.273 -1.870 4.924 -0.177
H -7.005 -0.458 6.553 0.349
H -6.976 1.205 6.138 0.482
H -8.117 -1.060 4.369 0.267
H -8.746 0.404 5.017 0.518
H -7.503 1.911 3.513 0.417
H -8.030 0.650 2.538 0.484
H -6.806 -1.181 1.557 0.732
H -6.350 -1.786 2.949 0.076
H -5.098 -1.389 1.917 -0.554
H -4.444 1.105 1.703 -0.446
H -5.423 2.522 2.145 0.707
H -6.029 1.513 0.907 0.827
H -3.686 -0.380 3.366 -0.307
C 3.488 1.417 -7.714 -2.058
C 2.248 1.928 -6.909 2.770
C 1.663 0.779 -6.099 -1.506
C 2.849 3.006 -6.047 -0.583
C 1.923 4.034 -5.406 -0.223
C 1.022 4.663 -6.453 -1.738
C 0.361 3.582 -7.311 1.784
C -0.889 3.002 -6.581 -1.458
C -0.046 4.346 -8.593 -1.861
N 1.230 2.521 -7.814 0.008
O 0.591 1.507 -8.636 -0.479
H 3.906 2.208 -8.337 0.487
H 4.296 1.040 -7.087 0.267
H 3.163 0.682 -8.450 0.479
H 0.577 0.861 -6.125 0.227
H 1.864 -0.123 -6.676 0.395
H 1.950 0.687 -5.051 0.176
H 3.232 2.498 -5.162 -0.648
H 3.696 3.498 -6.525 0.396
H 1.232 3.796 -4.597 -0.459
H 2.549 4.712 -4.825 0.703
H 1.627 5.368 -7.024 0.387
H 0.180 5.291 -6.161 0.509
H -1.563 3.859 -6.609 0.457
H -0.687 2.889 -5.516 0.062
H -1.411 2.126 -6.965 0.339
H -0.430 5.285 -8.194 0.422
H -0.802 3.820 -9.177 0.353
H 0.755 4.521 -9.310 0.424
H 0.047 1.024 -8.010 0.400
C 7.287 -1.599 4.481 -1.564
C 7.100 -2.144 2.981 2.357
C 6.333 -3.448 3.045 -2.133
C 6.247 -1.003 2.245 -1.286
C 7.022 0.216 1.637 -0.695
C 8.341 -0.162 0.968 -0.545
C 9.164 -1.258 1.744 0.813
C 10.197 -1.774 0.671 -1.876
C 10.168 -0.607 2.738 -1.540
N 8.341 -2.326 2.257 0.452
O 9.167 -3.322 2.690 -0.533
H 6.330 -1.362 4.946 0.040
H 7.858 -2.250 5.142 0.419
H 7.840 -0.659 4.483 0.323
H 5.954 -3.930 2.143 0.527
H 6.875 -4.204 3.613 0.665
H 5.414 -3.356 3.622 0.061
H 5.706 -1.414 1.393 0.211
H 5.525 -0.653 2.982 0.396
H 6.369 0.720 0.925 0.531
H 7.106 1.003 2.385 0.214
H 8.811 0.821 0.949 0.248
H 8.170 -0.538 -0.041 0.574
H 10.691 -1.069 0.003 0.283
H 9.630 -2.399 -0.020 0.490
H 10.935 -2.441 1.116 0.408
H 9.652 -0.288 3.643 0.293
H 10.554 0.241 2.171 0.457
H 10.990 -1.285 2.966 0.357
H 8.641 -4.074 2.408 0.380
C -6.680 -1.272 -1.762 -1.539
C -5.723 -1.107 -2.987 1.750
C -5.464 0.354 -3.343 -1.566
C -4.372 -1.764 -2.567 0.597
C -3.474 -1.964 -3.813 -0.271
C -4.101 -2.873 -4.775 -1.266
C -5.474 -2.306 -5.309 1.652
C -5.255 -1.252 -6.407 -1.833
C -6.244 -3.451 -5.908 -1.799
N -6.264 -1.834 -4.159 0.549
O -7.601 -1.349 -4.446 -0.521
H -7.149 -2.214 -1.479 0.028
H -5.989 -0.933 -0.990 0.188
H -7.509 -0.591 -1.955 0.480
H -6.354 0.807 -3.781 0.441
H -5.069 0.991 -2.552 0.347
H -4.755 0.458 -4.164 0.189
H -3.804 -1.313 -1.753 -0.528
H -4.672 -2.744 -2.198 -0.533
H -3.179 -1.039 -4.308 0.455
H -2.552 -2.407 -3.437 -0.130
H -4.344 -3.777 -4.217 0.218
H -3.416 -3.058 -5.603 0.498
H -5.050 -0.276 -5.968 0.301
H -6.205 -1.055 -6.903 0.393
H -4.497 -1.474 -7.159 0.363
H -6.297 -4.286 -5.209 0.215
H -5.884 -3.806 -6.874 0.401
H -7.301 -3.202 -6.005 0.446
H -7.382 -0.420 -4.547 0.455
C -6.646 -5.191 -1.568 -1.580
C -6.957 -6.040 -0.316 1.889
C -8.412 -6.386 -0.267 -2.006
C -6.253 -7.408 -0.511 -1.653
C -4.748 -7.379 -0.248 0.009
C -4.568 -6.854 1.159 -1.596
C -5.148 -5.443 1.454 2.881
C -5.174 -5.214 2.968 -2.203
C -4.227 -4.444 0.849 -0.223
N -6.565 -5.373 1.000 0.194
O -7.235 -4.141 1.330 -0.365
H -6.999 -5.646 -2.493 0.474
H -7.274 -4.306 -1.459 0.290
H -5.637 -4.822 -1.751 -0.019
H -8.795 -6.954 0.581 0.439
H -9.037 -5.497 -0.343 0.388
H -8.626 -6.915 -1.196 0.409
H -6.780 -8.052 0.193 0.444
H -6.328 -7.856 -1.502 0.479
H -4.376 -8.390 -0.416 0.552
H -4.134 -6.810 -0.946 -0.012
H -3.499 -6.897 1.367 0.208
H -4.893 -7.592 1.892 0.404
H -4.194 -5.151 3.442 0.433
H -5.807 -5.932 3.489 0.509
H -5.619 -4.283 3.319 0.035
H -4.033 -4.653 -0.203 -0.030
H -3.236 -4.534 1.294 0.434
H -4.481 -3.387 0.935 -0.975
H -7.622 -4.307 2.192 0.318
C 6.102 3.365 -3.258 -0.930
C 6.613 1.934 -3.287 2.663
C 5.565 0.943 -2.894 -1.919
C 6.945 1.528 -4.756 -1.225
C 8.244 2.238 -5.269 -0.974
C 9.333 1.774 -4.247 -1.486
C 9.190 2.126 -2.778 1.475
C 10.175 1.251 -2.023 -2.066
C 9.576 3.615 -2.669 -1.573
N 7.803 1.759 -2.410 0.566
O 7.557 2.033 -1.105 0.061
H 5.846 3.650 -2.238 -0.417
H 6.807 4.056 -3.720 0.432
H 5.125 3.465 -3.730 -0.157
H 4.632 1.161 -3.413 -0.157
H 5.767 -0.119 -3.032 0.633
H 5.246 0.886 -1.853 -0.077
H 6.895 0.462 -4.979 0.620
H 6.208 2.015 -5.394 0.014
H 8.604 1.837 -6.217 0.473
H 8.192 3.326 -5.308 0.336
H 10.247 2.332 -4.452 0.563
H 9.543 0.761 -4.590 0.375
H 11.160 1.588 -2.343 0.506
H 10.011 0.191 -2.217 0.440
H 10.217 1.475 -0.957 0.330
H 10.595 3.852 -2.975 0.433
H 9.546 4.135 -1.711 0.342
H 8.841 4.219 -3.201 0.332
H 7.442 1.173 -0.693 -0.147
C -1.605 1.007 0.794 -0.930
C -0.931 -0.227 0.069 3.277
C -1.679 -1.520 0.436 0.497
C -1.224 -0.056 -1.477 -0.617
C -0.211 0.896 -2.097 -0.443
C 1.230 0.420 -1.791 -1.704
C 1.561 0.352 -0.256 3.125
C 2.917 -0.403 -0.200 -1.363
C 1.836 1.752 0.271 -2.010
N 0.550 -0.395 0.420 0.190
O 0.777 -0.610 1.786 0.996
H -1.578 0.754 1.853 -0.260
H -0.982 1.896 0.692 -0.160
H -2.653 1.101 0.510 0.116
H -1.193 -2.465 0.194 -0.708
H -1.733 -1.592 1.522 -0.679
H -2.728 -1.510 0.138 -0.516
H -1.169 -1.002 -2.016 -0.079
H -2.242 0.331 -1.528 0.127
H -0.386 0.917 -3.172 0.570
H -0.341 1.912 -1.725 -0.429
H 1.972 1.082 -2.236 0.313
H 1.469 -0.564 -2.193 0.477
H 3.621 -0.107 -0.978 -0.332
H 2.684 -1.467 -0.253 0.146
H 3.339 -0.193 0.783 0.424
H 2.574 2.292 -0.323 0.453
H 2.106 1.744 1.327 0.298
H 0.968 2.412 0.278 -0.122
H 0.738 0.306 2.068 -0.075
C -3.870 6.396 1.066 -1.800
C -3.713 5.848 -0.373 2.618
C -3.886 4.332 -0.481 -1.220
C -4.853 6.491 -1.200 -1.644
C -4.633 6.771 -2.712 -0.767
C -3.179 7.194 -3.037 -1.632
C -2.118 6.390 -2.378 1.958
C -1.911 5.060 -3.149 -1.688
C -0.809 7.206 -2.769 -1.574
N -2.416 6.327 -0.956 -0.176
O -1.369 5.794 -0.276 -0.035
H -4.895 6.157 1.349 0.504
H -3.204 6.069 1.864 0.087
H -3.720 7.475 1.103 0.482
H -4.474 4.058 -1.357 0.404
H -2.959 3.764 -0.556 -0.134
H -4.312 3.949 0.446 -0.088
H -5.749 5.871 -1.197 0.412
H -5.286 7.360 -0.704 0.463
H -4.806 5.881 -3.317 0.352
H -5.388 7.502 -3.003 0.457
H -3.056 8.208 -2.657 0.469
H -3.007 7.202 -4.113 0.405
H -1.224 4.360 -2.674 0.122
H -1.698 5.118 -4.216 0.487
H -2.808 4.453 -3.278 0.426
H -0.515 7.178 -3.819 0.280
H -0.004 6.921 -2.092 0.143
H -0.941 8.231 -2.425 0.483
H -1.272 6.566 0.287 0.326
C 0.228 3.289 7.023 -0.737
O -0.338 3.573 5.700 -0.286
C -1.731 3.955 5.768 -1.246
C -2.374 3.235 4.631 3.242
C -1.830 3.525 3.292 -1.408
N -3.819 3.510 4.572 -0.840
H 1.025 2.548 7.090 0.120
H -0.542 2.862 7.666 0.292
H 0.538 4.212 7.511 0.367
H -2.189 3.536 6.665 0.447
H -1.855 5.036 5.819 0.326
H -2.284 2.157 4.768 -1.150
H -1.923 4.576 3.022 0.144
H -2.345 2.858 2.601 -0.116
H -0.797 3.205 3.157 0.458
H -4.283 3.486 5.469 0.430
H -4.285 2.713 4.162 -0.443
C 2.033 5.064 -1.307 0.209
O 3.057 5.948 -0.908 -0.396
C 4.180 5.344 -0.284 0.456
C 5.410 6.263 -0.169 0.628
C 6.672 5.692 0.417 -1.236
N 5.056 7.532 0.386 -0.829
H 1.380 4.917 -0.447 0.211
H 2.419 4.121 -1.694 -0.284
H 1.557 5.451 -2.208 0.021
H 3.856 4.956 0.682 0.291
H 4.483 4.492 -0.892 -0.599
H 5.656 6.559 -1.189 0.189
H 6.805 4.743 -0.102 0.091
H 6.533 5.385 1.453 0.352
H 7.548 6.339 0.472 0.356
H 4.434 7.384 1.169 0.306
H 4.369 7.926 -0.241 0.337



13
Properties=species:S:1:pos:R:3:mulliken_charge:R:1 method="wB97M-V/def2-TZVPD" homo_lumo_gap_ha=0.2672 e_homo_ev=-10.06 lumo_ev=-2.8 e_above_lowest_ev=1.4883
C 2.122 0.024 0.249 -0.669
C -1.211 0.010 0.343 -0.162
N -0.865 1.139 -0.493 1.005
N -1.273 -1.312 -0.265 1.085
O -1.261 2.194 -0.109 -0.563
O -0.118 0.960 -1.474 -0.543
O -2.202 -1.978 0.034 -0.572
O -0.413 -1.571 -1.054 -0.512
S 0.914 0.008 1.605 0.082
Cl -2.510 0.366 1.430 -0.060
H 2.981 0.581 0.603 0.381
H 1.652 0.536 -0.644 0.237
H 2.184 -0.956 -0.226 0.293